23
Properties=species:S:1:pos:R:3:lowdin_charge:R:1 method="wB97M-V/def2-TZVPD" de_lowest_kcal_mol=17.97 smiles=Cc1ccccc1.CC charge=0 homo_ha=-0.3308 e_lumo_ev=1.1
C -2.305 1.728 -0.301 -0.16
C -2.573 0.773 -1.487 -0.15
H -3.159 1.595 0.373 0.06
H -1.461 1.651 0.379 0.05
H -2.288 2.765 -0.639 0.06
H -1.769 0.066 -1.732 0.03
H -3.354 0.082 -1.186 0.06
H -2.696 1.331 -2.405 0.06
C 2.541 0.773 -0.636 -0.06
C 0.587 -0.764 -0.477 -0.07
C 1.796 -0.341 0.087 -0.28
C -0.259 -1.638 0.210 -0.07
C 0.093 -1.916 1.550 -0.10
C 2.150 -0.667 1.385 -0.05
C 1.226 -1.401 2.121 -0.10
H 0.408 -0.582 -1.529 0.10
H -1.161 -2.075 -0.188 0.10
H 2.177 0.932 -1.650 0.07
H 3.626 0.671 -0.687 0.07
H -0.576 -2.611 2.035 0.10
H 3.102 -0.293 1.736 0.11
H 1.492 -1.776 3.100 0.10
H 2.403 1.693 -0.062 0.08


9
Properties=species:S:1:pos:R:3:lowdin_charge:R:1 method="wB97M-V/def2-TZVPD" de_lowest_kcal_mol=68.62 smiles="C=NC(=C)Br" charge=0 homo_ha="-0.3040 / -0.3041" e_lumo_ev="-0.5 / -0.5"
C -1.519 0.109 0.288 0.03
C 1.259 -0.203 -1.056 -0.02
C -0.036 0.120 0.922 -0.90
N 1.005 -0.223 0.164 -0.07
Br 0.206 0.652 2.617 0.79
H -2.367 -0.070 0.998 0.04
H -1.441 -0.263 -0.701 -0.01
H 2.157 -0.547 -1.464 0.06
H 0.736 0.423 -1.768 0.08


81
Properties=species:S:1:pos:R:3:lowdin_spin:R:1 method="wB97M-V/def2-TZVPD" de_lowest_kcal_mol=49.00 multiplicity=2 s_squared=0.77 charge=-1 homo_ha="-0.1931 / -0.1949" e_lumo_ev="2.6 / 2.6"
V 0.465 -0.345 0.624 1.08
C -0.979 1.009 1.516 -0.03
Si -2.141 1.870 0.412 0.00
C -1.616 2.002 -1.382 0.00
N -0.823 0.894 -1.982 0.00
C 0.326 1.378 -2.753 0.00
C -0.067 2.046 -4.071 0.00
C -1.206 1.275 -4.779 0.00
C -1.318 -0.143 -4.226 0.00
C -1.624 -0.118 -2.727 0.00
C -2.258 3.703 0.960 0.00
C -3.321 4.177 1.746 0.00
C -3.410 5.515 2.131 0.00
C -2.436 6.425 1.735 0.00
C -1.359 5.983 0.972 0.00
C -1.274 4.642 0.600 0.00
C -3.933 1.330 0.553 0.00
C -4.402 0.633 1.675 0.00
C -5.751 0.320 1.826 0.00
C -6.665 0.689 0.844 0.00
C -6.219 1.363 -0.289 0.00
C -4.869 1.680 -0.426 0.00
H -1.566 0.505 2.313 0.00
H -0.367 1.754 2.023 0.00
H -1.008 2.914 -1.409 0.00
H -2.500 2.227 -1.997 0.00
H 0.995 0.535 -2.939 0.00
H 0.885 2.079 -2.141 0.00
H 0.824 2.094 -4.707 0.00
H -0.377 3.078 -3.883 0.00
H -1.040 1.254 -5.857 0.00
H -2.162 1.787 -4.616 0.00
H -0.388 -0.693 -4.409 0.00
H -2.115 -0.693 -4.728 0.00
H -1.457 -1.112 -2.316 0.00
H -2.684 0.105 -2.584 0.00
H -4.103 3.489 2.063 0.00
H -4.246 5.847 2.740 0.00
H -2.512 7.470 2.021 0.00
H -0.585 6.682 0.667 0.00
H -0.404 4.323 0.023 0.00
H -3.702 0.326 2.448 0.00
H -6.085 -0.224 2.702 0.00
H -7.716 0.451 0.959 0.00
H -6.924 1.646 -1.067 0.00
H -4.544 2.225 -1.314 0.00
O 2.552 -0.834 -1.071 0.00
S 1.733 -2.011 -1.225 0.00
O 1.699 -2.635 -2.509 0.00
O 0.309 -1.687 -0.762 0.00
C 2.257 -3.278 -0.045 0.00
C 2.626 -4.478 -0.650 0.00
C 2.999 -5.576 0.113 0.00
C 2.967 -5.503 1.490 0.00
C 2.609 -4.319 2.114 0.00
C 2.272 -3.190 1.379 0.00
S 2.219 -1.687 2.390 0.01
O 2.502 -2.093 3.728 0.00
O 3.144 -0.801 1.738 0.00
O 0.805 -1.096 2.313 0.02
H 2.600 -4.531 -1.728 0.00
H 3.313 -6.490 -0.380 0.00
H 3.240 -6.363 2.090 0.00
H 2.616 -4.235 3.190 0.00
O -2.517 -0.876 -0.217 0.00
B -1.383 -1.158 0.593 -0.02
O -1.696 -2.304 1.388 0.00
C -2.979 -2.678 1.049 0.00
C -3.732 -3.703 1.567 0.00
C -5.036 -3.852 1.064 0.00
C -5.530 -2.998 0.082 0.00
C -4.740 -1.957 -0.434 0.00
C -3.475 -1.827 0.083 0.00
H -3.330 -4.369 2.328 0.00
H -5.672 -4.641 1.459 0.00
H -6.545 -3.130 -0.285 0.00
H -5.106 -1.272 -1.195 0.00
C 1.308 1.500 0.296 -0.05
H 0.785 2.453 0.260 0.00
H 1.893 1.367 -0.621 0.00
H 2.034 1.517 1.127 0.00


69
Properties=species:S:1:pos:R:3:lowdin_spin:R:1 method="wB97M-V/def2-TZVPD" de_lowest_kcal_mol=30.51 multiplicity=5 s_squared=6.02 charge=+1 homo_ha="-0.4258 / -0.4496" e_lumo_ev="-1.7 / -4.0"
Rh -2.067 -1.433 0.288 2.48
C -4.786 -3.371 0.975 0.01
O -3.367 -3.496 0.828 0.05
C -3.067 -4.688 0.124 0.00
C -1.584 -4.793 -0.065 0.00
O -1.080 -3.570 -0.597 0.03
C 0.339 -3.671 -0.771 0.00
H -5.175 -4.246 1.499 0.00
H -5.261 -3.288 -0.007 0.00
H -4.975 -2.473 1.551 0.00
H -3.577 -4.678 -0.846 0.00
H -3.414 -5.550 0.702 0.00
H -1.372 -5.601 -0.771 0.00
H -1.083 -5.002 0.887 0.00
H 0.592 -4.500 -1.435 0.00
H 0.810 -3.823 0.203 0.00
H 0.577 -2.705 -1.190 0.00
C 0.485 -0.634 -3.727 0.00
C 1.907 -0.317 -3.312 0.00
C 2.394 1.016 -3.841 0.00
O 2.124 -0.348 -1.866 0.00
P 1.117 -0.097 -0.690 0.01
O -0.134 -0.899 -0.793 0.04
C 0.770 1.660 -0.558 0.00
P -0.611 1.964 0.582 0.01
O -1.685 0.994 0.322 0.05
O -0.032 1.867 2.034 0.00
C 0.886 2.856 2.596 0.00
C 0.129 3.665 3.625 0.00
C 2.063 2.102 3.173 0.00
O -0.983 3.483 0.452 0.00
C -1.628 4.191 -0.648 0.00
C -0.572 4.964 -1.412 0.00
C -2.473 3.296 -1.532 0.00
O 2.001 -0.310 0.580 0.00
C 2.455 -1.572 1.147 0.00
C 1.505 -1.955 2.260 0.00
C 3.877 -1.360 1.614 0.00
H 0.449 -0.663 -4.816 0.00
H -0.220 0.125 -3.381 0.00
H 0.154 -1.598 -3.345 0.00
H 2.564 -1.103 -3.686 0.00
H 1.743 1.833 -3.521 0.00
H 2.402 0.997 -4.930 0.00
H 3.403 1.224 -3.489 0.00
H 0.451 2.014 -1.542 0.00
H 1.676 2.191 -0.265 0.00
H 1.228 3.517 1.794 0.00
H -0.244 3.010 4.413 0.00
H -0.721 4.170 3.168 0.00
H 0.786 4.414 4.068 0.00
H 1.718 1.391 3.925 0.00
H 2.759 2.798 3.641 0.00
H 2.591 1.549 2.395 0.00
H -2.285 4.902 -0.147 0.00
H 0.113 4.293 -1.936 0.00
H 0.014 5.586 -0.736 0.00
H -1.048 5.607 -2.151 0.00
H -1.871 2.548 -2.053 0.00
H -2.962 3.920 -2.280 0.00
H -3.234 2.772 -0.958 0.00
H 2.448 -2.330 0.361 0.00
H 1.486 -1.175 3.023 0.00
H 1.818 -2.892 2.720 0.00
H 0.486 -2.076 1.884 0.00
H 3.915 -0.577 2.373 0.00
H 4.514 -1.062 0.783 0.00
H 4.269 -2.282 2.043 0.00
O -3.504 -0.779 1.261 1.30


18
Properties=species:S:1:pos:R:3:lowdin_charge:R:1 method="wB97M-V/def2-TZVPD" de_lowest_kcal_mol=52.59 charge=0 homo_ha=-0.3200 e_lumo_ev=0.9
C 1.677 -0.698 1.241 -0.10
C 0.870 0.105 0.260 -0.15
C -0.426 -0.079 -0.033 -0.41
C -1.290 -1.178 0.538 -0.04
N -1.142 0.850 -0.831 0.07
C -0.862 0.989 -2.059 -0.26
O 0.055 0.324 -2.783 0.05
H 1.186 -1.634 1.520 0.07
H 2.665 -0.945 0.836 0.07
H 1.847 -0.120 2.159 0.08
H -0.485 2.507 1.661 0.04
H 1.364 0.980 -0.166 0.11
H 0.523 -0.277 -2.175 0.10
H -1.134 -2.127 0.013 0.08
H -1.087 -1.345 1.600 0.08
H -2.342 -0.903 0.429 0.08
H -0.905 2.410 1.053 0.02
H -1.401 1.712 -2.669 0.13


13
Properties=species:S:1:pos:R:3:lowdin_charge:R:1 method="wB97M-V/def2-TZVPD" de_lowest_kcal_mol=35.53 smiles="C=C[C@H](C)O" charge=0 homo_ha=-0.3589 e_lumo_ev=0.9
C 1.314 0.344 -0.998 -0.06
C 0.665 -0.103 0.314 -0.56
C -0.723 0.539 0.495 -0.15
C -1.911 -0.018 0.248 -0.02
H 1.501 1.442 -1.032 0.08
H 2.284 -0.198 -1.152 0.09
H 0.494 -0.006 -1.762 0.12
H 1.246 0.365 1.136 0.13
H -0.003 -1.831 1.020 0.17
H -0.763 1.517 1.129 0.13
H -2.851 0.427 0.545 0.04
H -1.996 -1.015 -0.318 0.09
O 0.743 -1.462 0.373 -0.06


18
Properties=species:S:1:pos:R:3:lowdin_charge:R:1 method="wB97M-V/def2-TZVPD" de_lowest_kcal_mol=57.40 smiles=C[C@H]1NNc2cccn21 charge=0 homo_ha=-0.2642 e_lumo_ev=1.0
C -1.962 -1.699 -0.162 -0.08
C -0.846 -2.104 -0.976 -0.01
C -1.762 -0.365 0.142 -0.15
C -0.135 -0.962 -1.182 -0.36
C 0.502 1.091 -0.213 -0.27
C 0.616 1.178 1.323 -0.02
N -0.676 0.049 -0.492 0.01
N 0.991 -0.492 -1.822 0.06
N 1.574 0.454 -0.817 0.00
H -2.864 -2.137 0.083 0.06
H -0.781 -3.021 -1.383 0.05
H -2.315 0.149 0.959 0.13
H 0.227 1.985 -0.614 0.11
H 0.128 2.000 1.775 0.06
H 1.685 1.205 1.569 0.08
H 0.177 0.329 1.808 0.07
H 1.740 -1.204 -2.100 0.16
H 2.206 1.159 -1.059 0.10


58
Properties=species:S:1:pos:R:3:lowdin_spin:R:1 method="wB97M-V/def2-TZVPD" multiplicity=5 s_squared=6.11 charge=0 homo_ha="-0.1709 / -0.2069" e_lumo_ev="0.0 / 0.1"
C 0.791 -1.049 -4.344 0.00
C 0.694 -0.704 -3.001 0.03
N -0.437 -0.732 -2.255 0.04
C -1.569 -1.026 -2.947 0.03
C -1.550 -1.322 -4.307 0.00
C -0.355 -1.386 -5.012 0.03
C 1.953 -0.198 -2.379 0.01
P 2.243 -0.274 -0.599 0.05
Mn -0.539 -0.182 -0.143 3.38
P -2.743 0.049 -0.688 0.07
C -2.900 -0.911 -2.240 0.02
O 1.851 2.341 -3.539 0.00
O -0.951 2.852 -2.915 0.00
H 1.784 -1.095 -4.818 0.00
H -2.513 -1.445 -4.800 0.00
H -0.337 -1.613 -6.069 0.00
C 3.208 -1.643 -0.039 0.01
C 2.877 1.283 -0.060 0.01
H -3.651 -0.390 -2.864 0.00
H -3.249 -1.919 -1.942 0.00
H 1.919 0.795 -2.613 0.00
H 2.882 -0.482 -2.908 0.00
C -3.783 -0.728 0.583 0.03
C -3.379 1.704 -1.068 0.01
H -0.578 2.552 -2.095 0.00
H -0.679 3.790 -2.811 0.00
H 0.858 2.431 -3.541 0.00
H 2.223 2.254 -4.445 0.00
H 1.073 -0.722 0.105 0.04
H 0.090 1.182 -0.422 -0.04
H 4.197 -1.634 -0.499 0.00
H 3.320 -1.513 1.044 0.00
H 2.662 -2.573 -0.249 0.00
H 3.965 1.246 -0.163 0.00
H 2.471 2.121 -0.639 0.00
H 2.607 1.367 1.002 0.00
H -4.376 1.631 -1.523 0.00
H -3.431 2.316 -0.159 0.00
H -2.695 2.205 -1.768 0.00
H -4.851 -0.637 0.342 0.00
H -3.514 -1.792 0.652 0.01
H -3.574 -0.274 1.564 0.00
O 3.400 1.089 4.493 0.01
S 2.631 0.039 3.837 0.01
O 3.352 -1.146 3.390 0.01
N 1.729 0.675 2.607 0.07
C 0.418 0.565 2.759 0.07
S -0.696 1.212 1.612 0.05
C 0.030 -0.045 4.018 0.01
C -1.221 -0.383 4.539 0.01
C -1.308 -0.991 5.790 0.00
C -0.141 -1.268 6.548 0.01
C 1.125 -0.952 6.001 0.00
C 1.182 -0.376 4.742 0.01
H -2.101 -0.147 3.945 0.00
H -2.277 -1.252 6.224 0.00
H -0.199 -1.733 7.543 0.00
H 2.064 -1.159 6.526 0.00